Formula: C6H36N2O11
Source: the Open Molecules 2025 dataset
Level of theory: wB97M-V/def2-TZVPD

Geometry as XYZ:
```
55
Properties=species:S:1:pos:R:3:lowdin_charge:R:1
H 1.6394 -0.9037 -3.8568 0.042
C -0.1277 -0.7682 1.1254 -0.131
H 4.5476 -0.6871 0.4733 0.026
O 2.6148 2.6755 1.3689 -0.130
H 2.5432 2.1451 0.4937 0.030
O 2.5424 -1.4916 -1.0608 -0.121
H 0.2177 0.7365 -3.2549 0.093
H -1.0320 -2.4321 1.9789 0.020
H -1.9938 -1.1493 2.1338 0.002
H 0.8874 -1.8830 -2.9106 -0.052
H -2.4720 0.8563 -1.3598 0.058
H -3.9806 2.4235 1.3602 0.070
H -0.6418 1.3285 1.4055 0.110
H 3.6591 0.6879 -0.9719 0.019
H -1.1518 4.6623 1.4450 0.078
O 0.4417 2.7486 3.1111 -0.057
H 1.5652 -1.2073 -1.1247 0.021
H -4.7458 -0.4134 -0.3889 0.078
H 0.5156 -4.0457 -1.2373 0.088
O 0.5046 -3.2375 -0.6577 -0.142
H 0.9763 1.0476 0.8164 0.089
C -0.0933 0.6731 0.6810 -0.137
H 0.7463 -1.3440 0.8092 0.066
O 2.8543 1.1477 -0.9793 -0.035
N -0.2054 -0.4668 -1.6102 -0.071
O -1.6193 4.0281 2.0305 -0.067
H 0.4099 1.6472 -1.2556 0.129
H -0.5231 -2.9151 -0.6982 0.065
H -3.6002 0.7019 -0.0718 -0.037
H 3.8781 -2.0439 0.6359 0.013
H -2.1358 1.7747 -0.0951 0.017
O -4.1658 0.0281 0.2888 -0.064
O -2.1900 -2.8383 -0.5511 -0.047
H -1.1812 -0.4521 -3.5089 0.117
H -2.4104 -3.4202 0.1361 0.040
H 1.0997 2.6484 2.4466 -0.029
H -2.9715 -2.2292 -0.4762 0.088
C -0.1900 -0.2079 -3.0599 -0.213
H -1.0005 -1.2169 -1.3247 0.144
H 1.5214 -3.3396 1.1454 -0.001
H 1.4201 -4.1022 2.4612 0.009
H 3.5052 2.2889 1.6866 0.099
O 1.9666 -3.4944 2.0088 -0.049
H 2.5420 -2.4333 -0.9722 0.019
C -1.7168 1.5583 -1.0444 -0.039
N 0.7676 -1.2959 -3.6126 0.046
H 0.8953 3.2715 3.8285 0.104
O 4.6420 -1.6218 0.2359 -0.062
O -3.7840 3.0794 0.6180 -0.122
H 2.1431 0.5716 -1.3424 0.037
C -1.1283 -1.4345 1.7846 0.044
H -1.7301 2.3520 -1.7247 0.069
H -3.0811 3.5700 1.1197 0.000
H -0.8738 3.5497 2.4009 -0.028
C -0.3006 0.8726 -0.8794 -0.298
```

Computed properties:
E_HOMO	-9.16	eV
F_max	0.128	hartree/bohr
LUMO level	-0.005	Ha
DFT total energy	-1187.20806	a.u.
SMILES string	C=CC[C@H](C)NCN.O.O.O.O.O.O.O.O.O.O.O
Kohn-Sham gap	9.032	eV